Formula: C53H43AsCdN4O
Source: OMol25
Level of theory: the ωB97M-V functional and the def2-TZVPD basis

```
! RIJCOSX wB97M-V def2-TZVPD def2/J DEFGRID3
* xyz 0 1
Cd 1.4457 0.9561 -1.2907
C -3.7918 -6.7971 -1.7399
C -3.9163 -6.1037 -0.5461
C -2.9959 -5.1388 -0.1881
C -1.9228 -4.8423 -1.0336
C -1.8131 -5.5470 -2.2411
C -2.7293 -6.5152 -2.5844
C -0.9506 -3.8180 -0.7908
C -0.5325 -3.2036 0.4060
C -0.7706 -3.5656 1.7527
C -0.0356 -2.7416 2.5544
C 0.6942 -1.8152 1.7460
N 0.3132 -2.0858 0.4460
C 1.6751 -0.9654 2.2759
C 2.2617 0.2404 1.8152
C 3.2197 1.0058 2.5614
C 3.1109 2.3043 2.1448
C 2.0808 2.3366 1.1541
C 1.1928 3.4013 0.8482
C 1.1881 4.6535 1.6190
C 1.2713 4.6455 3.0113
C 1.0909 5.8093 3.7328
C 0.8314 7.0040 3.0816
C 0.7678 7.0293 1.6987
C 0.9385 5.8648 0.9739
C -0.0033 3.0939 0.1637
N -0.0953 1.9682 -0.6035
C -1.3598 1.4780 -0.5316
C -1.6683 0.1530 -0.8763
C -3.0527 -0.3296 -0.6588
C -3.7349 -1.0905 -1.6063
C -4.9130 -1.7359 -1.2828
C -5.4765 -1.5805 -0.0300
C -4.8527 -0.7580 0.8928
C -3.6431 -0.1599 0.5940
C -0.7602 -0.8682 -1.3205
C 0.6568 -1.3594 -0.8181
C 0.9188 -2.5316 -1.7063
C -0.3866 -2.9722 -1.8403
N -1.2883 -1.9099 -1.9268
C -2.1735 2.4902 0.0875
C -1.3356 3.4853 0.5150
N 1.7175 1.0393 0.8604
C 1.9937 -1.2212 3.7097
C 2.5942 -2.4036 4.1278
C 2.8762 -2.6140 5.4670
C 2.5631 -1.6466 6.4068
C 1.9807 -0.4573 5.9999
C 1.6948 -0.2494 4.6639
H -4.5234 -7.5371 -2.0289
H -4.7474 -6.3129 0.1107
H -3.1296 -4.5701 0.7190
H -0.9886 -5.3142 -2.9007
H -2.6170 -7.0543 -3.5139
H -1.4054 -4.3704 2.0649
H -0.0064 -2.7642 3.6266
H 3.8708 0.6140 3.3220
H 3.6662 3.1509 2.5031
H 1.4309 3.7094 3.5258
H 1.1253 5.7784 4.8123
H 0.6664 7.9058 3.6524
H 0.5672 7.9593 1.1862
H 0.8735 5.8874 -0.1058
H -3.3239 -1.2087 -2.5924
H -5.3753 -2.3860 -2.0100
H -6.3846 -2.1033 0.2323
H -5.2905 -0.6162 1.8698
H -3.1238 0.4125 1.3492
H 1.5168 -0.7269 -0.5893
H 1.7217 -3.2109 -1.4705
H -3.2364 2.4409 0.2350
H -1.5922 4.3506 1.1006
H 2.8398 -3.1568 3.3926
H 3.3383 -3.5383 5.7837
H 2.7633 -1.8198 7.4541
H 1.7416 0.3047 6.7287
H 1.2245 0.6695 4.3438
C 3.7568 0.8881 -2.6924
C 4.3360 0.6966 -1.4373
C 4.5290 -0.5928 -0.9544
C 4.1561 -1.6826 -1.7260
C 3.5762 -1.4950 -2.9736
C 3.3779 -0.2118 -3.4601
H 3.6831 1.8852 -3.1143
H 4.6835 1.5446 -0.8572
H 4.9888 -0.7401 0.0136
H 4.3250 -2.6874 -1.3641
H 3.2995 -2.3552 -3.5672
H 2.9480 -0.0587 -4.4402
C -0.6198 4.0430 -3.0557
As -0.5742 2.2498 -3.8277
C -2.3405 1.4457 -3.7080
C -0.3873 2.5431 -5.7596
O 0.7176 1.3432 -3.3843
H -1.2085 4.6973 -3.6973
H 0.4000 4.4266 -2.9797
H -1.0687 4.0121 -2.0640
H -2.9868 1.9112 -4.4523
H -2.7672 1.5812 -2.7179
H -2.2505 0.3782 -3.9108
H -1.1968 3.1677 -6.1352
H -0.4245 1.5697 -6.2530
H 0.5714 3.0138 -5.9811
*
```

DFT total energy ... -129062.3347 eV
Max |F| ... 3.383 eV Å⁻¹
Energy relative to the best compared isomer or geometry (same formula, charge and spin) ... 759.4 kJ/mol
Gap between HOMO and LUMO (spin up / spin down) ... 5.1 / 5.2 eV